Density functional theory data (ωB97M-V/def2-TZVPD) for one molecule with the formula C5H10O in a non-equilibrium geometry.

CARTESIAN COORDINATES (ANGSTROEM)
O1 -1.6997 -0.1342 0.8757
C1 -1.1081 0.2180 -0.3785
C2 -0.2561 -0.9731 -0.7515
C3 0.7037 -0.8542 0.6400
C4 1.2150 0.5546 0.2968
C5 -0.0503 1.3075 -0.2009
H1 -1.4970 -1.0782 0.9777
H2 -1.9390 0.5116 -1.0282
H3 -0.8909 -1.7920 -1.1608
H4 0.4098 -0.7379 -1.6013
H5 1.4466 -1.6432 0.7301
H6 0.2819 -0.7674 1.6698
H7 1.7130 1.1279 1.0856
H8 1.9379 0.4053 -0.5082
H9 -0.4225 2.0467 0.5089
H10 0.1558 1.8086 -1.1551

The value obtained for the HOMO-LUMO gap is 0.4018 hartree. The calculation puts the LUMO energy at 1.063 eV. The energy relative to the best compared isomer or geometry (same formula, charge and spin) comes out at 33.3 kcal/mol. The calculation puts the HOMO energy at -9.9 eV. As for the structure (SMILES): OC1CCCC1.

Results of the Mulliken charge analysis, in e, for atoms 1 through 2: atom 1 (O): -0.59, atom 2 (C): 0.07



Density functional theory data (ωB97M-V/def2-TZVPD) for one molecule with the formula C5H10O.

CARTESIAN COORDINATES (ANGSTROEM)
C1 1.1669 1.2086 1.2674
C2 -0.0380 0.3680 0.9728
C3 -1.3555 0.9173 0.6571
O1 -0.5005 0.4366 -0.4009
C4 -0.9215 -1.1866 -0.8836
C5 0.3933 -1.5673 -1.5351
H1 2.0585 0.7335 0.8462
H2 1.3018 1.3015 2.3496
H3 1.0684 2.2086 0.8342
H4 -0.0436 -0.6740 1.2866
H5 -1.5000 1.9952 0.6238
H6 -2.2303 0.2876 0.7929
H7 -1.5920 -0.8598 -1.7007
H8 0.7560 -0.9279 -2.3569
H9 0.2262 -2.5716 -1.9477
H10 1.2105 -1.6698 -0.8056

The value obtained for the HOMO-LUMO gap is 0.2994 hartree. The calculation puts the LUMO energy at 0.969 eV. The energy relative to the best compared isomer or geometry (same formula, charge and spin) comes out at 116.0 kcal/mol. The calculation puts the HOMO energy at -7.2 eV.

Results of the Mulliken charge analysis, in e, for atoms 1 through 2: atom 1 (C): -1.21, atom 2 (C): 0.22



Density functional theory data (ωB97M-V/def2-TZVPD) for one molecule with the formula C5H10O.

CARTESIAN COORDINATES (ANGSTROEM)
C1 1.8636 0.5605 -0.3813
C2 0.5938 0.8036 0.3891
C3 -0.5010 0.0441 0.2185
C4 -1.8470 0.7040 0.0812
C5 -0.3037 -1.4386 -0.0471
O1 0.6761 -1.9510 0.8463
H1 2.7713 0.2694 0.1572
H2 2.0403 1.5222 -0.8858
H3 1.6855 -0.1742 -1.1784
H4 0.4992 1.7867 0.8660
H5 -1.9164 1.6239 0.6833
H6 -2.7227 0.0649 0.2641
H7 -1.9062 1.0319 -0.9723
H8 0.0604 -1.6401 -1.0649
H9 -1.2517 -1.9865 0.0776
H10 0.5498 -1.4438 1.6642

The value obtained for the HOMO-LUMO gap is 0.3565 hartree. The calculation puts the LUMO energy at 0.969 eV. The energy relative to the best compared isomer or geometry (same formula, charge and spin) comes out at 35.5 kcal/mol. The calculation puts the HOMO energy at -8.7 eV. As for the structure (SMILES): C/C=C(/C)CO.

Results of the Mulliken charge analysis, in e, for atoms 1 through 2: atom 1 (C): -0.94, atom 2 (C): -0.34



Density functional theory data (ωB97M-V/def2-TZVPD) for one molecule with the formula C5H10O.

CARTESIAN COORDINATES (ANGSTROEM)
C1 1.8686 -0.0053 -0.0246
C2 0.4475 0.5331 0.1184
C3 -0.4577 0.1769 -1.0867
C4 -1.6997 -0.4166 -0.4175
O1 -1.2123 -1.0439 0.7512
C5 -0.3095 -0.1088 1.3081
H1 2.3713 0.4096 -0.9059
H2 2.4753 0.2389 0.8553
H3 1.8487 -1.0964 -0.1295
H4 0.4904 1.6208 0.2472
H5 -0.6925 1.0409 -1.7164
H6 0.0269 -0.5765 -1.7185
H7 -2.2254 -1.1683 -1.0102
H8 -2.4077 0.3864 -0.1493
H9 -0.8674 0.6537 1.8751
H10 0.3436 -0.6444 2.0033

The value obtained for the HOMO-LUMO gap is 0.3993 hartree. The calculation puts the LUMO energy at 1.130 eV. The energy relative to the best compared isomer or geometry (same formula, charge and spin) comes out at 10.4 kcal/mol. The calculation puts the HOMO energy at -9.7 eV. As for the structure (SMILES): C[C@H]1CCOC1.

Results of the Mulliken charge analysis, in e, for atoms 1 through 2: atom 1 (C): -1.64, atom 2 (C): 0.63



Density functional theory data (ωB97M-V/def2-TZVPD) for one molecule with the formula C5H10O.

CARTESIAN COORDINATES (ANGSTROEM)
O1 0.6134 -1.8933 0.1807
C1 -0.1109 -0.9882 -0.6520
C2 0.6771 0.2664 -1.0138
C3 0.7997 0.9366 0.3588
C4 -0.6247 0.8201 0.9319
C5 -1.2560 -0.3930 0.1893
H1 1.5323 -1.6255 0.2437
H2 -0.4651 -1.5468 -1.5273
H3 1.6391 0.1386 -1.5203
H4 0.0404 0.8476 -1.6902
H5 1.2291 1.9424 0.3747
H6 1.4624 0.3105 0.9537
H7 -0.5939 0.6729 2.0158
H8 -1.2073 1.7272 0.7393
H9 -1.6599 -1.1295 0.8887
H10 -2.0756 -0.0860 -0.4731

The value obtained for the HOMO-LUMO gap is 0.4074 hartree. The calculation puts the LUMO energy at 1.014 eV. The energy relative to the best compared isomer or geometry (same formula, charge and spin) comes out at 6.3 kcal/mol. The calculation puts the HOMO energy at -10.1 eV. As for the structure (SMILES): OC1CCCC1.

Results of the Mulliken charge analysis, in e, for atoms 1 through 2: atom 1 (O): -0.57, atom 2 (C): 0.15



Density functional theory data (ωB97M-V/def2-TZVPD) for one molecule with the formula C5H10O.

CARTESIAN COORDINATES (ANGSTROEM)
C1 1.6492 -0.4563 0.1767
C2 0.3406 -0.3247 0.9183
C3 -0.9927 -0.3865 0.2016
C4 -1.0402 -0.6252 -1.2920
C5 -0.5021 0.9183 0.7446
O1 -0.1604 1.8731 -0.2200
H1 1.7099 0.2780 -0.6281
H2 2.4854 -0.2683 0.8547
H3 1.7913 -1.4485 -0.2598
H4 0.3404 -0.7425 1.9251
H5 -1.8063 -0.8553 0.7531
H6 -0.2838 -0.0371 -1.8162
H7 -2.0147 -0.3450 -1.7042
H8 -0.8686 -1.6847 -1.5163
H9 -0.9535 1.3239 1.6489
H10 0.3819 2.5484 0.1991

The value obtained for the HOMO-LUMO gap is 0.3762 hartree. The calculation puts the LUMO energy at 0.883 eV. The energy relative to the best compared isomer or geometry (same formula, charge and spin) comes out at 25.5 kcal/mol. The calculation puts the HOMO energy at -9.4 eV. As for the structure (SMILES): C[C@@H]1[C@H](C)[C@@H]1O.

Results of the Mulliken charge analysis, in e, for atoms 1 through 2: atom 1 (C): -1.38, atom 2 (C): 0.13



Density functional theory data (ωB97M-V/def2-TZVPD) for one molecule with the formula C5H10O.

CARTESIAN COORDINATES (ANGSTROEM)
C1 -0.4154 1.6895 1.3757
C2 -1.4368 0.7939 0.6580
C3 -0.7994 0.4783 -0.6811
C4 1.5871 -0.8766 -0.9091
C5 0.2670 -1.6091 -1.1200
O1 -0.8578 -0.8339 -0.7126
H1 -0.2253 2.5919 0.7873
H2 0.5507 1.1784 1.5109
H3 -0.7815 1.9644 2.3707
H4 -2.4102 1.2864 0.5831
H5 -1.5533 -0.1507 1.2091
H6 1.5039 -0.1671 -0.0794
H7 2.3661 -1.6012 -0.6538
H8 1.8892 -0.3088 -1.7911
H9 0.1736 -2.4373 -0.4151
H10 0.1420 -1.9982 -2.1325

The value obtained for the HOMO-LUMO gap is 0.3339 hartree. The calculation puts the LUMO energy at 0.937 eV. The energy relative to the best compared isomer or geometry (same formula, charge and spin) comes out at 82.9 kcal/mol. The calculation puts the HOMO energy at -8.1 eV.

Results of the Mulliken charge analysis, in e, for atoms 1 through 2: atom 1 (C): -1.08, atom 2 (C): -0.07



Density functional theory data (ωB97M-V/def2-TZVPD) for one molecule with the formula C5H10O in a non-equilibrium geometry.

CARTESIAN COORDINATES (ANGSTROEM)
C1 -2.0262 0.2765 0.4334
C2 -0.7654 0.6336 -0.3654
O1 0.0411 1.6579 0.1670
C3 0.2163 -0.5140 -0.4920
C4 1.7783 -0.1717 -0.4282
C5 1.0449 -0.9681 0.6294
H1 -1.7930 0.0087 1.4683
H2 -2.7326 1.1128 0.4444
H3 -2.5477 -0.5774 -0.0283
H4 -1.0973 0.9036 -1.3839
H5 0.9135 1.3513 -0.3060
H6 -0.0029 -1.2595 -1.2570
H7 2.4389 0.5354 0.0950
H8 2.2992 -0.6206 -1.2590
H9 1.3209 -2.0003 0.7509
H10 0.9122 -0.3682 1.5311

The value obtained for the HOMO-LUMO gap is 0.4009 hartree. The calculation puts the LUMO energy at 1.136 eV. The energy relative to the best compared isomer or geometry (same formula, charge and spin) comes out at 51.1 kcal/mol. The calculation puts the HOMO energy at -9.8 eV. As for the structure (SMILES): C[C@@H](O)C1CC1.

Results of the Mulliken charge analysis, in e, for atoms 1 through 2: atom 1 (C): -1.26, atom 2 (C): 0.20



Density functional theory data (ωB97M-V/def2-TZVPD) for C5H10O as an isolated structure.

CARTESIAN COORDINATES (ANGSTROEM)
C1 -0.6310 2.0627 0.2702
C2 -0.5933 0.7595 -0.5055
C3 0.0413 -0.4099 -0.0284
O1 1.5883 -0.1736 -1.1676
C4 0.4837 -1.1004 1.1937
C5 -0.2258 -1.8630 0.0653
H1 -0.7747 2.9019 -0.4254
H2 0.3168 2.2320 0.7975
H3 -1.4481 2.1046 1.0079
H4 0.5990 0.6425 -1.2554
H5 -1.4306 0.5729 -1.1864
H6 1.4875 -0.8110 -1.9034
H7 1.5430 -1.3005 1.3338
H8 -0.0709 -0.8807 2.1069
H9 0.3792 -2.5671 -0.5038
H10 -1.2645 -2.1698 0.2007

The value obtained for the HOMO-LUMO gap is 0.3369 hartree. The calculation puts the LUMO energy at 1.006 eV. The energy relative to the best compared isomer or geometry (same formula, charge and spin) comes out at 102.0 kcal/mol. The calculation puts the HOMO energy at -8.2 eV.

Results of the Mulliken charge analysis, in e, for atoms 1 through 2: atom 1 (C): -1.17, atom 2 (C): -0.37



Density functional theory data (ωB97M-V/def2-TZVPD) for one molecule with the formula C5H10O.

CARTESIAN COORDINATES (ANGSTROEM)
C1 -0.9136 0.0052 0.8516
C2 0.5170 0.3832 1.2429
C3 1.5110 -0.2729 0.2845
O1 1.2446 -0.0407 -1.0850
C4 -0.0784 -0.2451 -1.5779
C5 -1.1969 0.2534 -0.6464
H1 -1.6530 0.5831 1.4165
H2 -1.0743 -1.0517 1.1107
H3 0.6348 1.4756 1.2585
H4 0.7746 0.0236 2.2491
H5 1.5596 -1.3545 0.5096
H6 2.5109 0.1409 0.4660
H7 -0.2543 -1.3015 -1.8503
H8 -0.0750 0.3224 -2.5164
H9 -2.1430 -0.2469 -0.8964
H10 -1.3643 1.3259 -0.8170

The value obtained for the HOMO-LUMO gap is 0.3912 hartree. The calculation puts the LUMO energy at 1.113 eV. The energy relative to the best compared isomer or geometry (same formula, charge and spin) comes out at 12.3 kcal/mol. The calculation puts the HOMO energy at -9.5 eV. As for the structure (SMILES): C1CCOCC1.

Results of the Mulliken charge analysis, in e, for atoms 1 through 2: atom 1 (C): -0.66, atom 2 (C): -0.51



Density functional theory data (ωB97M-V/def2-TZVPD) for C5H10O as an isolated structure.

CARTESIAN COORDINATES (ANGSTROEM)
C1 -0.0127 0.8022 -1.4539
C2 -0.0710 0.0685 -0.1267
C3 -1.2742 -0.8569 -0.0332
C4 1.2291 -0.5474 0.4003
C5 0.9018 -0.1657 1.8523
O1 -0.1267 1.0952 0.9547
H1 -0.9813 1.2564 -1.7012
H2 0.7526 1.5848 -1.4395
H3 0.2370 0.0945 -2.2499
H4 -1.1554 -1.5469 0.8044
H5 -1.3938 -1.4220 -0.9618
H6 -2.1899 -0.2691 0.1076
H7 1.3008 -1.6313 0.2562
H8 2.0964 -0.0649 -0.0776
H9 1.6542 0.5390 2.2394
H10 -0.9670 1.0637 1.4291

The value obtained for the HOMO-LUMO gap is 0.3106 hartree. The calculation puts the LUMO energy at 0.824 eV. The energy relative to the best compared isomer or geometry (same formula, charge and spin) comes out at 95.5 kcal/mol. The calculation puts the HOMO energy at -7.6 eV.

Results of the Mulliken charge analysis, in e, for atoms 1 through 2: atom 1 (C): -1.62, atom 2 (C): 1.36



Density functional theory data (ωB97M-V/def2-TZVPD) for one molecule with the formula C5H10O.

CARTESIAN COORDINATES (ANGSTROEM)
C1 0.0556 1.6425 1.5806
C2 0.1460 0.9712 0.1963
O1 1.3442 1.1150 -0.3898
C3 0.0190 -0.5355 0.3026
C4 -0.8966 -1.3667 -0.4052
C5 0.2786 -1.1720 -1.4598
H1 0.8479 1.2755 2.2411
H2 -0.9188 1.5294 2.0709
H3 0.2404 2.7083 1.4161
H4 -0.7451 1.3182 -0.3881
H5 0.9905 -0.2609 -1.2510
H6 0.8007 -1.0089 0.8977
H7 -1.0336 -2.4012 -0.1049
H8 -1.8037 -0.8775 -0.7522
H9 -0.1977 -0.8607 -2.3918
H10 0.8728 -2.0766 -1.5626

The value obtained for the HOMO-LUMO gap is 0.3004 hartree. The calculation puts the LUMO energy at 0.227 eV. The energy relative to the best compared isomer or geometry (same formula, charge and spin) comes out at 96.4 kcal/mol. The calculation puts the HOMO energy at -7.9 eV.

Results of the Mulliken charge analysis, in e, for atoms 1 through 2: atom 1 (C): -1.39, atom 2 (C): 0.57



Density functional theory data (ωB97M-V/def2-TZVPD) for one molecule with the formula C5H10O.

CARTESIAN COORDINATES (ANGSTROEM)
C1 -2.0309 -0.0087 -1.4044
O1 -1.0070 0.7236 -0.7784
C2 0.0148 -0.0688 -0.2382
C3 0.0656 -0.2961 1.2905
C4 1.6000 -0.1324 1.1939
C5 1.3881 0.6075 -0.1456
H1 -2.5032 -0.7344 -0.7259
H2 -1.6543 -0.5502 -2.2861
H3 -2.7890 0.7070 -1.7317
H4 0.0877 -1.0275 -0.7749
H5 -0.3899 0.5593 1.8000
H6 -0.3391 -1.2251 1.7037
H7 2.1040 -1.0940 1.0509
H8 2.1042 0.4113 1.9971
H9 1.2502 1.6823 0.0105
H10 2.0987 0.4463 -0.9614

The value obtained for the HOMO-LUMO gap is 0.3948 hartree. The calculation puts the LUMO energy at 1.187 eV. The energy relative to the best compared isomer or geometry (same formula, charge and spin) comes out at 31.4 kcal/mol. The calculation puts the HOMO energy at -9.6 eV. As for the structure (SMILES): COC1CCC1.

Results of the Mulliken charge analysis, in e, for atoms 1 through 2: atom 1 (C): -0.72, atom 2 (O): -0.39



Density functional theory data (ωB97M-V/def2-TZVPD) for a 2-piece molecular cluster, C5H10O overall.

CARTESIAN COORDINATES (ANGSTROEM)
C1 -0.5764 1.9903 0.5005
C2 0.3302 0.9296 -0.0337
C3 1.4249 0.4597 0.5717
C4 2.2173 -0.6298 -0.0361
O1 1.8748 -1.2654 -1.0133
H1 -0.5662 2.8728 -0.1499
H2 -1.6105 1.6258 0.5206
H3 -0.2952 2.2980 1.5115
H4 0.0694 0.4938 -0.9976
H5 1.7684 0.8609 1.5239
H6 3.1807 -0.8593 0.4643
C5 -1.5925 -1.7982 -0.5634
H7 -2.0784 -1.1153 -1.2673
H8 -1.8932 -1.5433 0.4567
H9 -1.8987 -2.8224 -0.7874
H10 -0.5081 -1.7162 -0.6649

The value obtained for the HOMO-LUMO gap is 0.3748 hartree. The calculation puts the LUMO energy at 0.303 eV. The energy relative to the best compared isomer or geometry (same formula, charge and spin) comes out at 25.0 kcal/mol. The calculation puts the HOMO energy at -9.9 eV. As for the structure (SMILES): C/C=C/C=O.C.

Results of the Mulliken charge analysis, in e, for atoms 1 through 2: atom 1 (C): -1.11, atom 2 (C): 0.12



Density functional theory data (ωB97M-V/def2-TZVPD) for one molecule with the formula C5H10O.

CARTESIAN COORDINATES (ANGSTROEM)
O1 -1.5943 -0.2066 0.9612
C1 -1.0407 0.0935 -0.3292
C2 -0.1242 -1.0721 -0.6867
C3 0.9625 -0.8728 0.3730
C4 1.2259 0.6494 0.3429
C5 -0.1006 1.2865 -0.1460
H1 -2.5410 -0.2537 0.8378
H2 -1.8342 0.2796 -1.0660
H3 -0.6536 -2.0276 -0.6093
H4 0.2754 -0.9737 -1.7055
H5 1.8590 -1.4788 0.2227
H6 0.5204 -1.1452 1.3360
H7 1.5216 1.0291 1.3246
H8 2.0360 0.8811 -0.3565
H9 -0.5454 1.9699 0.5833
H10 0.0333 1.8413 -1.0822

The value obtained for the HOMO-LUMO gap is 0.4066 hartree. The calculation puts the LUMO energy at 0.932 eV. The energy relative to the best compared isomer or geometry (same formula, charge and spin) comes out at 5.5 kcal/mol. The calculation puts the HOMO energy at -10.1 eV. As for the structure (SMILES): OC1CCCC1.

Results of the Mulliken charge analysis, in e, for atoms 1 through 2: atom 1 (O): -0.53, atom 2 (C): 0.03